[1]
Below is 10 unconnected molecules or ions with the total composition C56H142N10O18 at a distorted geometry, with properties calculated with wB97M-V/def2-TZVPD.

Summary:
- LUMO level (eV) = 0.50
- SMILES = COC[C@H](C)N.COC[C@H](C)N.COCCNCCOC.COCCNCCOC.COCCNCCOC.COCCNCCOC.COCCNCCOC.COCCNCCOC.COCCNCCOC.COCCNCCOC
- DFT total energy (eV) = -112115.8465
- orbital gap (eV) = 9.0
- energy relative to the best compared isomer or geometry (same formula, charge and spin) (eV) = 2.079

```
! RIJCOSX wB97M-V def2-TZVPD def2/J DEFGRID3
* xyz 0 1
C 0.908 1.454 -1.341
O 0.663 0.297 -0.548
C 0.450 0.588 0.806
C 0.123 -0.707 1.538
C -1.047 -1.568 1.141
N 0.144 -0.449 2.990
H 1.177 1.117 -2.340
H 1.680 2.057 -0.877
H -0.062 1.957 -1.436
H 1.348 0.995 1.286
H -0.390 1.271 0.969
H 0.991 -1.382 1.478
H -1.064 -1.607 0.047
H -2.011 -1.138 1.445
H -1.096 -2.579 1.547
H -0.133 -1.264 3.525
H 1.113 -0.319 3.268
C 1.751 -4.831 -1.948
O 2.610 -3.737 -1.788
C 2.514 -3.110 -0.534
C 3.561 -1.974 -0.608
C 3.873 -1.256 0.677
N 3.061 -0.943 -1.564
H 1.979 -5.808 -1.506
H 1.731 -5.071 -3.015
H 0.718 -4.579 -1.685
H 1.559 -2.602 -0.351
H 2.689 -3.763 0.330
H 4.500 -2.424 -0.936
H 4.824 -0.723 0.665
H 3.997 -2.082 1.396
H 3.171 -0.603 1.199
H 2.184 -0.626 -1.116
H 2.600 -1.397 -2.355
C -3.733 0.389 -0.547
O -3.907 0.651 0.823
C -3.270 1.811 1.357
C -3.796 3.150 0.840
N -4.900 3.692 1.621
C -5.155 5.083 1.371
C -6.015 5.380 0.095
O -7.231 4.630 0.160
C -8.062 4.996 1.234
H -2.801 -0.148 -0.766
H -3.752 1.330 -1.102
H -4.492 -0.278 -0.956
H -2.202 1.674 1.171
H -3.378 1.699 2.436
H -4.184 2.947 -0.167
H -2.975 3.865 0.820
H -5.733 3.130 1.667
H -4.249 5.690 1.304
H -5.698 5.515 2.211
H -5.470 5.139 -0.814
H -6.280 6.443 0.109
H -7.699 4.526 2.155
H -9.093 4.662 1.130
H -8.080 6.078 1.400
C 5.809 5.807 5.043
O 4.924 6.482 4.189
C 5.226 6.233 2.823
C 4.028 6.519 1.919
N 2.815 5.993 2.572
C 2.729 4.537 2.506
C 1.369 4.097 3.039
O 1.393 4.210 4.452
C 0.126 4.194 5.084
H 6.803 6.252 5.167
H 5.922 4.753 4.778
H 5.406 5.854 6.058
H 5.712 5.266 2.669
H 5.974 6.990 2.542
H 4.134 6.077 0.928
H 3.987 7.600 1.774
H 2.842 6.331 3.524
H 3.583 4.059 2.996
H 2.842 4.199 1.471
H 1.074 3.063 2.811
H 0.563 4.727 2.645
H 0.283 4.236 6.159
H -0.349 3.222 4.907
H -0.508 5.008 4.731
C 1.354 -7.646 -4.108
O 0.089 -7.225 -3.691
C -0.672 -6.686 -4.744
C -2.061 -6.357 -4.163
N -2.645 -7.603 -3.584
C -3.785 -7.231 -2.756
C -3.394 -6.659 -1.369
O -3.356 -5.236 -1.395
C -2.858 -4.591 -0.252
H 1.332 -8.611 -4.638
H 1.985 -7.858 -3.244
H 1.871 -6.969 -4.796
H -0.798 -7.394 -5.569
H -0.337 -5.728 -5.161
H -2.747 -6.057 -4.957
H -1.920 -5.547 -3.443
H -1.818 -7.894 -3.067
H -4.441 -8.076 -2.550
H -4.349 -6.431 -3.236
H -2.416 -7.017 -1.038
H -4.172 -6.990 -0.672
H -2.140 -3.814 -0.516
H -2.429 -5.303 0.463
H -3.705 -4.135 0.277
C 4.404 1.762 -3.865
O 4.211 3.118 -3.520
C 3.216 3.264 -2.509
C 2.856 4.716 -2.207
N 1.786 4.747 -1.210
C 1.557 6.162 -0.786
C 0.173 6.405 -0.277
O -0.668 6.642 -1.395
C -2.047 6.491 -1.158
H 3.674 1.393 -4.596
H 4.287 1.114 -2.990
H 5.401 1.592 -4.268
H 3.496 2.805 -1.561
H 2.349 2.843 -3.028
H 2.548 5.212 -3.136
H 3.788 5.219 -1.929
H 0.941 4.607 -1.769
H 1.899 6.930 -1.484
H 2.195 6.235 0.100
H 0.105 7.218 0.454
H -0.156 5.491 0.241
H -2.477 7.356 -0.644
H -2.298 5.541 -0.674
H -2.487 6.436 -2.158
C -4.598 4.296 -3.848
O -5.090 3.224 -4.641
C -4.217 2.910 -5.739
C -2.919 2.248 -5.285
N -2.220 1.702 -6.455
C -1.021 0.902 -6.181
C 0.078 1.645 -5.457
O 0.762 2.457 -6.393
C 1.655 3.376 -5.881
H -4.032 5.055 -4.388
H -3.939 3.864 -3.081
H -5.433 4.675 -3.259
H -3.963 3.808 -6.308
H -4.862 2.250 -6.315
H -3.044 1.349 -4.677
H -2.343 3.001 -4.733
H -2.005 2.418 -7.138
H -0.694 0.569 -7.168
H -1.332 -0.031 -5.707
H 0.899 1.006 -5.096
H -0.399 2.159 -4.613
H 1.309 4.190 -5.227
H 2.313 3.787 -6.644
H 2.374 2.925 -5.176
C -2.608 -0.246 5.836
O -1.872 -1.464 5.764
C -2.487 -2.477 4.988
C -3.874 -2.939 5.446
N -4.030 -3.727 6.653
C -3.300 -4.982 6.629
C -3.573 -5.850 7.879
O -4.710 -6.676 7.626
C -5.758 -6.377 8.541
H -3.451 -0.361 6.516
H -2.930 -0.088 4.799
H -2.032 0.644 6.080
H -1.805 -3.323 4.931
H -2.579 -2.043 3.985
H -4.223 -3.596 4.630
H -4.541 -2.077 5.469
H -4.988 -3.924 6.903
H -2.235 -4.790 6.502
H -3.683 -5.605 5.806
H -3.634 -5.191 8.748
H -2.746 -6.531 8.099
H -6.375 -5.519 8.241
H -5.469 -6.219 9.578
H -6.506 -7.168 8.460
C 2.157 -5.320 5.086
O 2.300 -4.012 5.583
C 1.030 -3.359 5.719
C 1.247 -1.992 6.336
N 2.125 -1.142 5.569
C 2.295 0.187 6.160
C 2.877 1.187 5.218
O 4.062 0.672 4.636
C 4.613 1.520 3.671
H 1.582 -5.454 4.166
H 1.619 -5.883 5.868
H 3.137 -5.789 5.024
H 0.514 -4.039 6.409
H 0.431 -3.353 4.802
H 1.768 -2.316 7.253
H 0.296 -1.562 6.632
H 3.084 -1.423 5.418
H 2.894 0.102 7.077
H 1.312 0.590 6.425
H 3.100 2.171 5.654
H 2.200 1.445 4.387
H 4.673 2.540 4.073
H 4.038 1.612 2.741
H 5.619 1.191 3.417
C -0.748 -2.517 -3.627
O 0.593 -2.100 -3.683
C 1.295 -2.541 -4.831
C 2.668 -1.855 -4.880
N 3.199 -2.044 -6.212
C 4.527 -1.411 -6.348
C 5.145 -1.878 -7.675
O 5.103 -3.288 -7.709
C 5.616 -3.775 -8.955
H -1.047 -2.263 -2.604
H -0.842 -3.609 -3.667
H -1.371 -1.989 -4.354
H 0.746 -2.384 -5.765
H 1.463 -3.627 -4.862
H 3.290 -2.172 -4.032
H 2.528 -0.798 -4.626
H 3.376 -3.027 -6.392
H 5.213 -1.878 -5.630
H 4.411 -0.332 -6.382
H 6.173 -1.511 -7.727
H 4.478 -1.480 -8.450
H 5.143 -3.181 -9.739
H 5.535 -4.853 -9.012
H 6.682 -3.520 -8.984
*
```

---

[2]
Below is a molecular structure, C10H4LaN2O4 at a distorted geometry, with properties calculated with wB97M-V/def2-TZVPD.

Summary:
- LUMO level (eV) = -13.96
- DFT total energy (eV) = -22430.8958
- orbital gap (eV) = 6.2

```
! RIJCOSX wB97M-V def2-TZVPD def2/J DEFGRID3
* xyz 3 1
La 0.497 1.955 -0.750
O -3.184 2.294 -1.717
C -2.074 2.208 -1.434
C 1.245 2.722 1.561
O 1.586 3.033 2.629
C 2.093 0.911 -2.386
O 2.839 0.423 -3.124
C 0.938 4.277 -1.666
O 1.167 5.337 -2.068
N -1.120 -5.106 1.958
C -0.888 -4.034 1.544
C -0.594 -2.697 1.034
C -0.349 -1.640 1.914
C -0.076 -0.377 1.428
N -0.031 -0.149 0.078
C -0.265 -1.175 -0.804
C -0.554 -2.451 -0.341
H -0.379 -1.829 2.988
H 0.116 0.492 2.092
H -0.218 -0.952 -1.884
H -0.749 -3.244 -1.053
*
```

---

Copy entry 2 word for word.
Below is a molecular structure, C10H4LaN2O4 at a distorted geometry, with properties calculated with wB97M-V/def2-TZVPD.

Summary:
- LUMO level (eV) = -13.96
- DFT total energy (eV) = -22430.8958
- orbital gap (eV) = 6.2

```
! RIJCOSX wB97M-V def2-TZVPD def2/J DEFGRID3
* xyz 3 1
La 0.497 1.955 -0.750
O -3.184 2.294 -1.717
C -2.074 2.208 -1.434
C 1.245 2.722 1.561
O 1.586 3.033 2.629
C 2.093 0.911 -2.386
O 2.839 0.423 -3.124
C 0.938 4.277 -1.666
O 1.167 5.337 -2.068
N -1.120 -5.106 1.958
C -0.888 -4.034 1.544
C -0.594 -2.697 1.034
C -0.349 -1.640 1.914
C -0.076 -0.377 1.428
N -0.031 -0.149 0.078
C -0.265 -1.175 -0.804
C -0.554 -2.451 -0.341
H -0.379 -1.829 2.988
H 0.116 0.492 2.092
H -0.218 -0.952 -1.884
H -0.749 -3.244 -1.053
*
```

---

Q: What is the orbital gap in the second record?
A: 6.2 eV

---

Q: Among the records above, which one has the lowest LUMO level?
A: C10H4LaN2O4

---

Q: What is the formula in the second record?
A: C10H4LaN2O4